Below is C40H33BF4IN6O4SSc as an isolated structure, with properties calculated with ωB97M-V/def2-TZVPD.

```
91
Properties=species:S:1:pos:R:3:lowdin_charge:R:1
Sc 0.149 -0.348 -1.252 1.07
C 4.172 0.982 -3.195 -0.01
C 3.899 1.695 -1.906 -0.26
N 4.710 2.663 -1.535 0.12
C 4.514 3.268 -0.350 -0.10
C 3.509 2.932 0.523 -0.16
C 3.418 3.621 1.859 -0.21
O 3.701 2.743 2.946 -0.06
C 2.609 1.915 0.136 -0.06
C 1.573 1.462 1.052 -0.03
N 0.653 0.625 0.755 0.05
C -0.202 0.154 1.869 -0.43
C -0.638 1.261 2.776 -0.01
C -0.918 1.000 4.052 -0.06
C -0.661 -0.319 4.608 -0.05
C 0.014 -1.259 3.936 -0.01
C 0.500 -1.061 2.552 -0.26
I 2.459 -3.803 0.053 1.03
C 2.790 1.291 -1.102 -0.28
O 1.990 0.359 -1.542 -0.16
H 4.788 0.100 -3.007 0.09
H 4.720 1.641 -3.867 0.08
H 3.258 0.624 -3.664 0.07
H 5.214 4.058 -0.101 0.11
H 2.412 4.001 2.046 0.12
H 4.096 4.480 1.863 0.12
H 4.567 2.350 2.790 0.10
H 1.642 1.834 2.075 0.13
H -0.790 2.241 2.337 0.12
H -1.320 1.770 4.698 0.11
H -0.975 -0.517 5.625 0.11
H 0.260 -2.197 4.412 0.12
C 3.913 -2.821 5.336 -0.05
C 2.973 -2.760 4.169 -0.28
C 2.870 -1.687 3.380 0.00
C 1.904 -1.640 2.239 -0.27
C 1.405 -3.025 1.749 -0.79
C 1.407 -4.068 2.797 -0.18
C 2.140 -3.938 3.907 -0.05
S -0.307 -2.279 1.379 0.73
O -0.074 -2.064 -0.096 -0.49
O -1.305 -3.251 1.754 -0.28
N -1.325 -0.642 1.435 -0.05
C -2.601 -0.241 1.095 -0.21
C -3.685 -0.935 1.590 0.01
C -5.002 -0.556 1.267 -0.07
C -5.253 0.543 0.495 -0.04
C -4.170 1.279 -0.042 -0.15
C -4.340 2.432 -0.838 0.00
C -3.246 3.074 -1.344 -0.04
C -1.975 2.510 -1.123 -0.13
N -1.776 1.429 -0.406 0.11
C -2.847 0.852 0.208 -0.16
H 4.469 -1.891 5.444 0.08
H 4.627 -3.639 5.217 0.08
H 3.365 -3.004 6.264 0.08
H 3.477 -0.807 3.565 0.12
H 2.333 -1.095 1.399 0.12
H 0.822 -4.958 2.603 0.11
H 2.150 -4.738 4.639 0.12
H -3.493 -1.776 2.243 0.12
H -5.827 -1.126 1.676 0.11
H -6.267 0.866 0.292 0.11
H -5.341 2.800 -1.031 0.12
H -3.338 3.973 -1.938 0.11
H -1.102 2.957 -1.585 0.11
C 0.202 2.469 -4.847 -0.02
C -0.986 2.209 -5.509 -0.03
C -1.879 1.308 -4.957 0.02
C -1.566 0.694 -3.751 -0.20
N -0.411 0.940 -3.119 0.05
C 0.450 1.803 -3.663 -0.09
C -2.474 -0.287 -3.107 -0.20
C -3.784 -0.469 -3.521 0.01
C -4.553 -1.443 -2.904 -0.03
C -3.988 -2.217 -1.911 -0.01
C -2.676 -1.964 -1.540 -0.08
N -1.948 -1.002 -2.104 0.07
H 0.936 3.156 -5.241 0.11
H -1.212 2.689 -6.452 0.12
H -2.792 1.066 -5.476 0.11
H 1.376 1.954 -3.126 0.10
H -4.203 0.138 -4.308 0.11
H -5.579 -1.599 -3.210 0.11
H -4.538 -3.003 -1.416 0.12
H -2.191 -2.551 -0.775 0.11
F 0.760 -1.686 -2.715 -0.03
B 0.204 -2.711 -3.697 -1.19
F -0.490 -1.947 -4.634 0.14
F 1.288 -3.354 -4.225 0.17
F -0.636 -3.529 -2.975 0.16
```

**Total energy**: -4054.87454 Ha
**Relative energy (zero: lowest compared OMol25 entry of this formula, charge and spin)**: 3.747 eV
**Frontier orbital gap**: 7.225 eV